No. 1
ORCA calculation (wB97M-V/def2-TZVPD) on the molecule C6H14N2.

XYZ file:
```
22
C6H14N2 | the OMol25 dataset | wB97M-V/def2-TZVPD
H 2.68 1.14 4.31
N 2.24 0.63 3.55
C 1.90 1.18 2.47
N 1.38 0.40 1.45
C 0.65 1.01 0.39
C 0.64 0.06 -0.87
C -0.30 -1.13 -0.58
C -1.76 -0.78 -0.84
C -2.09 -0.79 -2.36
H 1.85 2.20 2.07
H 1.32 -0.58 1.62
H 1.05 2.03 0.24
H -0.43 1.29 0.44
H 1.71 -0.18 -0.97
H 0.25 0.54 -1.79
H 0.02 -1.98 -1.20
H -0.14 -1.43 0.47
H -2.30 -1.48 -0.19
H -2.01 0.12 -0.27
H -1.63 -1.66 -2.79
H -1.83 0.22 -2.70
H -3.19 -0.83 -2.43
```

Computed properties:
- Orbital gap: 9.77 eV
- Maximum force: 2.97 eV Å⁻¹
- LUMO level: 1.08 eV
- Charge: 0
- Energy relative to the best compared isomer or geometry (same formula, charge and spin): 120.9 kJ/mol


No. 2
ORCA calculation (wB97M-V/def2-TZVPD) on the molecule C3H6N2OS.

XYZ file:
```
13
C3H6N2OS | the OMol25 dataset | wB97M-V/def2-TZVPD
H -0.33 -1.79 -2.00
N -0.11 -0.99 -1.41
C -1.16 -0.35 -1.03
N -1.00 0.79 -0.25
C 0.20 1.36 0.16
S 0.27 2.98 0.28
O 1.24 0.61 0.42
C 1.19 -0.61 1.17
H -2.15 -0.65 -1.21
H -1.81 1.42 -0.14
H 2.08 -0.57 1.91
H 0.20 -0.72 1.62
H 1.39 -1.48 0.47
```

Computed properties:
- Orbital gap: 8.93 eV
- Maximum force: 2.62 eV Å⁻¹
- LUMO level: 0.44 eV
- Charge: 0
- Energy relative to the best compared isomer or geometry (same formula, charge and spin): 201.5 kJ/mol


No. 3
ORCA calculation (wB97M-V/def2-TZVPD) on a cluster of 2 separate species, C6H8N4O in total.

XYZ file:
```
19
C6H8N4O | the OMol25 dataset | wB97M-V/def2-TZVPD
O 1.00 0.11 -1.60
N 1.91 -0.04 -0.81
N 3.13 -0.18 -1.12
C 3.83 -0.23 0.00
C 2.99 -0.21 1.10
N 1.75 -0.09 0.56
H 4.94 -0.25 -0.02
H 3.08 -0.70 2.11
H 0.85 0.12 1.06
N -0.76 -0.57 1.96
C -1.68 -0.49 1.31
C -2.71 -0.25 0.40
C -2.68 1.08 -0.38
C -2.34 -0.14 -1.04
H -3.62 -0.75 0.53
H -1.86 1.74 -0.31
H -3.62 1.69 -0.74
H -2.92 -0.52 -1.74
H -1.30 -0.33 -1.28
```

Computed properties:
- Orbital gap: 9.16 eV
- Maximum force: 4.74 eV Å⁻¹
- LUMO level: 0.94 eV
- Charge: 0
- Energy relative to the best compared isomer or geometry (same formula, charge and spin): 475.3 kJ/mol


No. 4
ORCA calculation (wB97M-V/def2-TZVPD) on the molecule C5H6O.

XYZ file:
```
12
C5H6O | the OMol25 dataset | wB97M-V/def2-TZVPD
C 2.81 0.08 0.09
C 1.66 0.16 -0.25
C 0.23 0.20 -0.57
C -0.61 0.07 0.71
C -2.04 -0.29 0.46
O -2.52 -0.46 -0.64
H 3.83 0.01 0.40
H -0.03 -0.61 -1.26
H -0.02 1.13 -1.09
H -0.18 -0.70 1.37
H -0.58 1.00 1.29
H -2.66 -0.42 1.37
```

Computed properties:
- Orbital gap: 10.81 eV
- Maximum force: 0.51 eV Å⁻¹
- LUMO level: 0.93 eV
- Charge: 0
- Energy relative to the best compared isomer or geometry (same formula, charge and spin): 173.2 kJ/mol


No. 5
ORCA calculation (wB97M-V/def2-TZVPD) on a structure of composition C49H47Br3F3Li2N8O10.

XYZ file:
```
122
C49H47Br3F3Li2N8O10 | the OMol25 dataset | wB97M-V/def2-TZVPD
Li 1.59 -2.77 4.06
Li -1.90 -0.66 3.64
C 0.27 0.34 0.46
O -1.03 1.02 0.35
O 0.27 -0.11 1.76
C 0.69 -0.71 -0.72
F 1.53 -1.61 -0.39
F -0.50 -1.31 -0.99
F 1.05 -0.31 -1.96
C -1.22 1.77 -0.80
C -2.17 2.80 -0.11
H -2.27 3.62 -0.82
H -3.20 2.47 0.07
H -1.84 3.23 0.83
H -1.62 1.13 -1.58
H -0.35 2.29 -1.20
H 1.02 1.13 0.42
C -8.51 3.65 -0.51
Br -10.23 3.42 -1.40
Br -8.50 3.15 1.41
Br -7.73 5.46 -0.95
H -7.80 2.90 -0.86
C 2.26 8.51 -0.89
C 1.37 7.85 -1.75
C 1.66 6.55 -2.19
C 2.88 5.94 -1.87
C 3.74 6.65 -1.02
C 3.42 7.89 -0.50
N 3.37 4.64 -2.49
O 4.55 4.51 -2.57
O 2.52 3.84 -2.90
H 1.98 9.49 -0.55
H 0.39 8.23 -2.01
H 0.93 5.96 -2.73
H 4.71 6.38 -0.61
H 3.89 8.47 0.29
C -0.96 -4.64 -4.25
C -2.12 -5.49 -4.28
C -2.20 -6.86 -4.01
C -1.00 -7.44 -3.53
C 0.19 -6.71 -3.50
C 0.20 -5.31 -3.81
N -1.01 -8.85 -3.19
O -2.04 -9.54 -3.30
O 0.04 -9.38 -2.88
H -0.89 -3.56 -4.31
H -3.09 -5.03 -4.30
H -3.16 -7.34 -3.89
H 1.05 -7.28 -3.17
H 1.07 -4.68 -3.88
C 4.57 -3.00 -5.63
C 4.51 -4.39 -5.86
C 5.03 -5.28 -4.92
C 5.63 -4.82 -3.74
C 5.58 -3.45 -3.48
C 5.10 -2.55 -4.42
N 6.09 -5.73 -2.71
O 5.41 -6.77 -2.66
O 7.07 -5.41 -1.99
H 4.22 -2.35 -6.42
H 4.13 -4.84 -6.77
H 4.97 -6.32 -5.21
H 5.85 -3.08 -2.50
H 5.08 -1.50 -4.18
C -2.60 4.80 -5.86
C -2.18 3.47 -5.91
C -2.99 2.36 -5.66
C -4.31 2.63 -5.20
C -4.72 3.96 -5.09
C -3.89 5.06 -5.47
N -5.22 1.49 -4.77
O -6.36 1.76 -4.28
O -4.72 0.39 -4.68
H -2.02 5.67 -6.14
H -1.23 3.18 -6.36
H -2.76 1.32 -5.87
H -5.74 4.12 -4.78
H -4.32 6.05 -5.48
N -2.71 1.96 5.71
C -3.56 2.90 5.23
C -3.94 4.01 5.94
C -3.44 4.15 7.22
C -2.51 3.20 7.74
C -2.22 2.07 7.01
H -4.00 2.72 4.26
H -4.62 4.79 5.63
H -3.70 4.98 7.86
H -2.19 3.32 8.76
H -1.57 1.32 7.43
N -4.37 -2.17 1.35
C -4.13 -3.51 1.19
C -4.92 -4.31 0.36
C -6.04 -3.76 -0.28
C -6.31 -2.39 -0.09
C -5.39 -1.65 0.67
H -3.18 -3.83 1.58
H -4.64 -5.35 0.28
H -6.73 -4.31 -0.90
H -7.14 -1.90 -0.58
H -5.64 -0.63 0.89
N 4.83 -3.40 3.91
C 5.53 -3.27 2.78
C 6.88 -3.74 2.62
C 7.46 -4.32 3.78
C 6.76 -4.46 4.98
C 5.46 -4.00 4.99
H 5.15 -2.64 1.99
H 7.42 -3.82 1.69
H 8.48 -4.66 3.68
H 7.19 -4.85 5.89
H 4.83 -4.00 5.87
N 2.93 0.64 7.17
C 2.75 1.85 6.71
C 2.72 3.01 7.50
C 2.91 2.83 8.89
C 3.02 1.56 9.44
C 3.15 0.51 8.54
H 2.75 1.89 5.63
H 2.47 3.98 7.11
H 2.70 3.70 9.50
H 2.96 1.59 10.52
H 3.06 -0.47 8.99
```

Computed properties:
- Orbital gap: 5.04 eV
- Maximum force: 4.50 eV Å⁻¹
- LUMO level: -4.74 eV
- Charge: +1
- Energy relative to the best compared isomer or geometry (same formula, charge and spin): 601.3 kJ/mol